1.
This record from OMol25 describes a structure of composition C25H22F4N4O2PdS in a non-equilibrium geometry. The level of theory is wB97M-V/def2-TZVPD.

```
59
C25H22F4N4O2PdS, DFT wB97M-V/def2-TZVPD
Pd -0.3834 -0.1404 0.5906
C -2.1917 2.4253 1.4900
N -0.8071 1.9627 1.5040
C 0.0723 2.9203 0.8281
C -0.3312 1.7078 2.8720
C -0.9642 0.4739 3.4993
N -0.7753 -0.6482 2.6045
C -1.0160 -1.9114 2.9865
C -0.7714 -2.9585 2.0621
F -0.3093 -2.5987 0.8293
C -0.9723 -4.2876 2.3293
F -0.7086 -5.1992 1.3836
C -1.4364 -4.7040 3.5640
C -1.6912 -3.7173 4.4955
F -2.1536 -4.0692 5.7044
C -1.4950 -2.3773 4.2353
F -1.7964 -1.4988 5.2222
H -2.2933 3.3572 2.0599
H -2.8428 1.6665 1.9190
H -2.5094 2.5943 0.4624
H 0.1565 3.8519 1.4032
H -0.3268 3.1496 -0.1579
H 1.0617 2.4832 0.7029
H -0.5200 2.5825 3.5099
H 0.7477 1.5463 2.8145
H -2.0268 0.6545 3.7095
H -0.4786 0.3202 4.4664
H -1.5948 -5.7488 3.7827
O -0.9551 -1.5824 -2.4169
S -1.0843 -0.2323 -1.9497
O -2.0737 0.0156 -0.8908
N 0.2727 0.3994 -1.3822
C 1.5176 -0.0860 -1.7647
C 1.9268 -0.2648 -3.0700
C 3.2405 -0.6583 -3.3659
C 4.1605 -0.8750 -2.3775
C 3.7797 -0.7399 -1.0265
C 4.6536 -0.9892 0.0543
C 4.1902 -0.9062 1.3365
C 2.8432 -0.5670 1.5483
N 2.0099 -0.2934 0.5755
C 2.4501 -0.3653 -0.7134
C -1.5691 0.8232 -3.2988
C -1.6434 0.3590 -4.5998
C -1.9744 1.2477 -5.6135
C -2.2286 2.5788 -5.3199
C -2.1511 3.0372 -4.0096
C -1.8178 2.1562 -2.9964
H 1.2198 -0.0882 -3.8694
H 3.5304 -0.7811 -4.4018
H 5.1767 -1.1649 -2.6133
H 5.6854 -1.2510 -0.1478
H 4.8311 -1.1076 2.1832
H 2.4379 -0.5289 2.5546
H -1.4473 -0.6871 -4.8005
H -2.0349 0.8980 -6.6356
H -2.4937 3.2644 -6.1143
H -2.3496 4.0762 -3.7823
H -1.7460 2.4760 -1.9651
```

Results
<S²>: 2.00
Frontier orbital gap (spin up / spin down), eV: 6.861 / 6.135
2S+1: 3
Net charge: 0
Energy relative to the best compared isomer or geometry (same formula, charge and spin), kJ/mol: 0.0
Largest force on an atom, eV/Å: 1.9

Results of the natural (NBO) charge analysis, in e, for atoms 1 through 4: Pd 1.21; C -0.42; N -0.42; C -0.41

***

2.
This record from OMol25 describes the molecule C5H10 in a non-equilibrium geometry. The level of theory is wB97M-V/def2-TZVPD.

```
15
C5H10, DFT wB97M-V/def2-TZVPD
C 1.0286 0.8655 -2.1096
C 0.2265 0.5258 -0.8151
C 0.4708 -0.6830 -0.1652
C -0.3080 -1.0779 1.1283
C -1.2193 0.0436 1.6642
H 0.5259 1.1006 -2.8090
H 1.8489 0.0182 -2.5583
H 1.7992 1.6586 -1.8782
H -0.4144 1.1973 -0.3463
H 1.2137 -1.2924 -0.3392
H 0.1700 -1.3755 1.8366
H -0.9878 -2.1310 1.0477
H -2.1597 0.4764 0.9760
H -0.5094 0.9948 1.7968
H -1.6852 -0.3211 2.5714
```

Results
Frontier orbital gap, eV: 10.218
2S+1: 1
Net charge: 0
Energy relative to the best compared isomer or geometry (same formula, charge and spin), kJ/mol: 443.7
Largest force on an atom, eV/Å: 14.0
Structure (SMILES): C/C=C/CC

Results of the natural (NBO) charge analysis, in e, for atoms 1 through 4: C -0.56; C -0.19; C -0.16; C -0.38

***

3.
This record from OMol25 describes the molecule C22H25N3O4S2 in a non-equilibrium geometry. The level of theory is wB97M-V/def2-TZVPD.

```
56
C22H25N3O4S2, DFT wB97M-V/def2-TZVPD
C -5.0606 -3.0203 1.5669
C -3.8730 -2.0717 1.6253
O -4.3170 -0.8020 1.1976
C -3.4036 0.2009 1.0624
C -2.0543 0.0977 1.3755
C -1.2129 1.1767 1.1624
C -1.6887 2.3721 0.6446
C -0.7296 3.4678 0.2743
C -0.3552 3.3136 -1.2138
N 0.0068 1.9428 -1.4915
C -0.8986 1.1065 -2.0643
O -1.8458 1.4991 -2.7187
C -0.6484 -0.3462 -1.8141
C -1.7387 -1.2107 -1.8133
C -1.5652 -2.5377 -1.4638
C -0.3190 -3.0067 -1.0853
C 0.7759 -2.1477 -1.1057
N 2.0144 -2.6194 -0.6437
C 3.1258 -1.8808 -0.5110
N 3.4602 -0.8687 -1.1836
C 4.6723 -0.2286 -0.7859
C 4.4577 1.2708 -0.7737
S 3.5313 1.4826 0.7722
O 3.7339 2.7870 1.3335
O 2.1667 1.0580 0.6076
C 4.4956 0.2383 1.7015
C 5.0548 -0.7111 0.6540
S 4.2903 -2.3606 0.7937
C 0.6133 -0.8290 -1.5034
C -3.0451 2.4747 0.3570
C -3.8933 1.4094 0.5658
H -4.7602 -4.0129 1.8909
H -5.4404 -3.0740 0.5504
H -5.8557 -2.6585 2.2129
H -3.4865 -2.0111 2.6533
H -3.0669 -2.4300 0.9691
H -1.6402 -0.8179 1.7686
H -0.1609 1.0731 1.3888
H 0.1778 3.3867 0.8762
H -1.1729 4.4519 0.4313
H -1.2110 3.5496 -1.8506
H 0.4797 3.9745 -1.4649
H 0.6691 1.5484 -0.8349
H -2.7103 -0.8205 -2.0731
H -2.4087 -3.2125 -1.4665
H -0.1942 -4.0336 -0.7707
H 1.9901 -3.4924 -0.1353
H 5.4637 -0.5047 -1.4978
H 5.3766 1.8403 -0.6819
H 3.8681 1.5978 -1.6228
H 5.2647 0.7933 2.2303
H 3.8368 -0.2542 2.4112
H 6.1335 -0.8317 0.7555
H 1.4788 -0.1925 -1.5442
H -3.4374 3.3949 -0.0502
H -4.9439 1.4789 0.3322
```

Results
Frontier orbital gap, eV: 8.076
2S+1: 1
Net charge: 0
Energy relative to the best compared isomer or geometry (same formula, charge and spin), kJ/mol: 77.7
Largest force on an atom, eV/Å: 1.3
Structure (SMILES): CCOc1ccc(CCNC(=O)c2cccc(NC3=N[C@H]4CS(=O)(=O)C[C@H]4S3)c2)cc1

Results of the natural (NBO) charge analysis, in e, for atoms 1 through 4: C -0.62; C -0.06; O -0.52; C 0.38

***

4.
This record from OMol25 describes a structure of composition C6H14HfN3 in a non-equilibrium geometry. The level of theory is wB97M-V/def2-TZVPD.

```
24
C6H14HfN3, DFT wB97M-V/def2-TZVPD
C 3.1556 -0.8946 -0.9546
Hf 1.0529 -0.4589 -0.8348
N -0.2493 -0.5862 -2.8472
H 1.8000 1.1311 -1.1559
H -0.1158 -1.7506 -0.5286
H 3.4442 -1.2154 0.1126
H 3.9231 -0.1610 -1.3737
H 3.2867 -1.8731 -1.5403
H -0.7898 0.3015 -2.8567
H -0.8576 -1.3983 -2.6422
H 0.2836 -0.7124 -3.7190
N -0.4090 1.6675 -0.5311
C -0.8033 1.0719 0.6991
C -1.8780 1.4211 1.4793
C -2.1827 0.5112 2.5324
C -1.4400 -0.6610 2.7361
C -0.3581 -0.8892 1.9367
N 0.0434 0.1011 1.0756
H 0.1284 2.5194 -0.3576
H -1.1899 1.9691 -1.1170
H -2.3915 2.3615 1.2436
H -3.0095 0.7320 3.1650
H -1.6899 -1.3849 3.5189
H 0.2465 -1.8018 1.9596
```

Results
Frontier orbital gap, eV: 7.505
2S+1: 1
Net charge: +1
Energy relative to the best compared isomer or geometry (same formula, charge and spin), kJ/mol: 37.0
Largest force on an atom, eV/Å: 2.4

Results of the natural (NBO) charge analysis, in e, for atoms 1 through 4: C -1.30; Hf 2.19; N -1.12; H -0.52

***

5.
This record from OMol25 describes a structure of composition C5H8N2O3 in a non-equilibrium geometry. The level of theory is wB97M-V/def2-TZVPD.

```
18
C5H8N2O3, DFT wB97M-V/def2-TZVPD
O 2.7166 -1.6385 0.0232
C 1.8724 -0.7791 -0.1077
C 1.4109 -0.1145 -1.3961
N 0.0423 0.3313 -1.2178
C -0.5065 -0.3364 -0.2674
N 0.3577 -0.8779 0.6625
C -1.9539 -0.2595 0.0887
C -2.6531 1.0314 0.1374
O -2.8326 0.1317 -0.9404
H 2.0745 0.7376 -1.6062
H 1.5194 -0.8248 -2.2303
H 0.0965 -1.6357 1.2799
H -2.3063 -1.0703 0.7340
H -3.5085 1.1432 0.8086
H -2.0956 1.9404 -0.1041
H 1.2011 0.2145 1.6628
O 2.3538 0.6023 1.4979
H 2.2113 1.4043 0.9747
```

Results
Frontier orbital gap, eV: 9.906
2S+1: 1
Net charge: 0
Energy relative to the best compared isomer or geometry (same formula, charge and spin), kJ/mol: 387.6
Largest force on an atom, eV/Å: 4.7

Results of the natural (NBO) charge analysis, in e, for atoms 1 through 4: O -0.53; C 0.76; C -0.37; N -0.46

***

6.
This record from OMol25 describes a structure of composition C6H6O. The level of theory is wB97M-V/def2-TZVPD.

```
13
C6H6O, DFT wB97M-V/def2-TZVPD
C 2.2466 0.5131 0.7628
C 1.1081 0.3073 0.3634
C 0.1444 0.0231 -1.0978
C -0.9301 0.9417 -0.4740
C -0.4402 0.2756 0.7760
O -0.8528 -1.0616 0.7008
C -0.4088 -1.3333 -0.6502
H 3.2701 0.6967 1.0169
H -1.9758 0.7209 -0.7079
H -0.6940 2.0036 -0.5620
H -0.5653 0.6877 1.7786
H 0.3407 -2.1281 -0.6110
H -1.2429 -1.6466 -1.2957
```

Results
Frontier orbital gap (spin up / spin down), eV: 7.053 / 7.737
2S+1: 1
Net charge: 0
Energy relative to the best compared isomer or geometry (same formula, charge and spin), kJ/mol: 677.5
Largest force on an atom, eV/Å: 0.8

Results of the natural (NBO) charge analysis, in e, for atoms 1 through 4: C -0.10; C -0.15; C 0.03; C -0.51